1.
This record from the OMol25 dataset describes a 3-piece molecular cluster, C30H42BClFIN3O6PS overall at a distorted geometry. The level of theory is ωB97M-V/def2-TZVPD.

The HOMO energy is -8.24 eV. The max |F| comes out at 0.066 Eh/bohr. The calculation puts the total energy at -92688.8727 eV. Its molecular weight is 795.889 g mol⁻¹.

ORCA input file:
```
! wB97M-V def2-TZVPD RIJCOSX def2/J DEFGRID3
* xyz 0 1
C 1.631 -2.236 6.667
C 0.645 -2.776 5.559
C 1.312 -3.050 4.161
C 0.503 -4.016 3.213
C -1.054 -3.750 3.156
C -1.587 -3.321 1.759
C -1.846 -4.334 0.716
I -1.478 -6.427 1.003
C -2.368 -3.897 -0.578
C -2.631 -2.480 -0.845
C -3.174 -1.977 -2.223
P -1.658 -1.639 -3.269
O -0.618 -0.940 -2.445
O -2.017 -0.794 -4.644
O -1.028 -3.119 -3.722
C -2.387 -1.475 0.197
C -1.840 -1.913 1.501
S -1.523 -0.584 2.707
C -0.985 0.777 1.612
C -1.667 0.828 0.297
C -1.276 1.853 -0.670
C -0.244 2.819 -0.321
F 0.079 3.748 -1.279
C 0.407 2.765 0.992
B 1.528 3.896 1.273
O 1.372 4.586 2.494
O 2.568 4.182 0.353
C 2.285 5.497 -0.209
C 0.047 1.735 1.985
Cl 0.864 1.629 3.578
N -2.702 -0.094 -0.125
C -4.047 0.319 0.358
O -4.457 -0.294 1.578
C -4.660 0.665 2.623
C -4.728 -0.025 4.060
H 2.688 -2.573 6.545
H 1.212 -2.556 7.664
H 1.540 -1.113 6.667
H 0.051 -3.677 5.872
H -0.121 -1.959 5.390
H 1.610 -2.100 3.628
H 2.294 -3.570 4.376
H 0.759 -5.087 3.438
H 0.894 -3.832 2.168
H -1.437 -3.015 3.904
H -1.559 -4.731 3.399
H -2.543 -4.640 -1.392
H -3.894 -2.689 -2.697
H -3.700 -0.992 -2.133
H -1.339 -0.099 -4.760
H -0.068 -3.050 -3.564
H -1.785 1.868 -1.663
H 2.220 4.992 2.748
H 3.149 6.204 -0.102
H 1.406 5.977 0.314
H 1.974 5.386 -1.282
H -3.981 1.428 0.563
H -4.829 0.190 -0.447
H -5.637 1.207 2.501
H -3.826 1.422 2.692
H -3.872 0.340 4.689
H -5.702 0.202 4.564
H -4.651 -1.137 3.964
C 7.195 2.266 1.265
C 5.956 2.532 0.416
C 4.654 2.148 1.124
C 4.658 0.694 1.441
N 4.661 -0.428 1.685
H 7.307 1.203 1.490
H 8.094 2.582 0.733
H 7.149 2.815 2.209
H 6.043 1.979 -0.523
H 5.920 3.595 0.161
H 3.802 2.369 0.484
H 4.540 2.715 2.051
C -0.530 -0.756 -8.054
C -0.401 0.703 -7.627
C -0.579 1.683 -8.790
C 0.461 1.442 -9.824
N 1.266 1.254 -10.622
H 0.244 -1.036 -8.771
H -0.426 -1.415 -7.190
H -1.506 -0.945 -8.510
H 0.579 0.851 -7.165
H -1.153 0.918 -6.863
H -0.491 2.711 -8.433
H -1.565 1.565 -9.243
*
```

Mulliken population analysis, charges in e, atoms 1 to 6:
1 C -1.101
2 C -0.094
3 C -0.452
4 C -0.623
5 C -1.175
6 C 0.682



2.
This record from the OMol25 dataset describes C30H42BGe2N6PdS2 as an isolated structure. The level of theory is ωB97M-V/def2-TZVPD.

The HOMO energy is -10.67 eV. The max |F| comes out at 0.015 Eh/bohr. The energy relative to the best compared isomer or geometry (same formula, charge and spin) comes out at 49.4 kJ/mol. The calculation puts the total energy at -179586.9836 eV. Its molecular weight is 813.294 g mol⁻¹.

ORCA input file:
```
! wB97M-V def2-TZVPD RIJCOSX def2/J DEFGRID3
* xyz 1 1
Pd -0.417 -0.089 -0.013
C -1.043 -0.241 4.591
N -0.975 -1.469 3.824
C -1.640 -2.630 4.125
C -1.266 -3.541 3.195
N -0.384 -2.947 2.328
B 0.170 -3.846 1.143
N 1.432 -3.231 0.512
C 2.706 -3.462 0.961
C 3.564 -2.743 0.200
N 2.804 -2.092 -0.742
C 3.294 -1.176 -1.745
C 1.511 -2.398 -0.530
S 0.176 -1.809 -1.471
C -0.217 -1.680 2.720
S 0.867 -0.483 2.085
H -1.533 -0.462 5.536
H -1.615 0.516 4.052
H -0.037 0.130 4.776
H -2.291 -2.705 4.976
H -1.534 -4.574 3.085
H 0.481 -4.880 1.658
H -0.695 -3.977 0.329
H 2.891 -4.125 1.785
H 4.632 -2.649 0.224
H 4.375 -1.124 -1.660
H 2.862 -0.189 -1.575
H 3.015 -1.526 -2.737
C -0.847 4.080 2.512
C -0.463 2.608 2.413
Ge 0.352 2.117 0.686
C 2.317 2.180 0.653
C 2.808 3.593 0.972
C -0.492 3.229 -0.665
C -1.193 2.835 -1.737
Ge -1.066 0.939 -2.242
C 0.450 0.737 -3.496
C 0.337 1.468 -4.828
C -2.697 -0.064 -2.669
C -3.476 0.301 -3.927
C -1.934 3.786 -2.597
C -2.339 3.406 -3.872
C -3.026 4.282 -4.700
C -3.331 5.557 -4.257
C -2.952 5.947 -2.978
C -2.268 5.071 -2.156
H -1.210 4.325 3.510
H -1.640 4.331 1.807
H -0.005 4.742 2.305
H -1.342 1.978 2.564
H 0.256 2.320 3.180
H 2.670 1.862 -0.331
H 2.703 1.465 1.381
H 2.409 4.332 0.277
H 3.895 3.646 0.913
H 2.524 3.896 1.981
H -0.427 4.293 -0.447
H 0.593 -0.331 -3.642
H 1.330 1.098 -2.957
H -0.533 1.148 -5.402
H 1.216 1.266 -5.440
H 0.273 2.548 -4.698
H -3.348 -0.015 -1.794
H -2.362 -1.104 -2.740
H -3.920 1.295 -3.860
H -4.288 -0.411 -4.077
H -2.853 0.269 -4.822
H -2.112 2.415 -4.252
H -3.323 3.964 -5.690
H -3.869 6.242 -4.895
H -3.201 6.934 -2.618
H -2.013 5.391 -1.156
N -7.271 -1.001 3.152
C -6.270 -0.819 2.625
C -5.011 -0.592 1.976
C -4.197 -1.666 1.632
C -2.982 -1.400 1.023
N -2.572 -0.160 0.764
C -3.363 0.869 1.078
C -4.594 0.705 1.684
H -4.497 -2.684 1.832
H -2.315 -2.202 0.726
H -2.998 1.860 0.830
H -5.211 1.559 1.925
*
```

Mulliken population analysis, charges in e, atoms 1 to 6:
1 Pd 0.913
2 C -0.805
3 N 0.253
4 C -0.380
5 C -0.780
6 N 0.400



3.
This record from the OMol25 dataset describes C30H42BGe2N6PdS2 as an isolated structure at a distorted geometry. The level of theory is ωB97M-V/def2-TZVPD.

The HOMO energy (alpha / beta) is -10.50 / -10.50 eV. The max |F| comes out at 0.046 Eh/bohr. The energy relative to the best compared isomer or geometry (same formula, charge and spin) comes out at 95.3 kJ/mol. The calculation puts the total energy at -179586.5082 eV. Its molecular weight is 813.294 g mol⁻¹.

ORCA input file:
```
! wB97M-V def2-TZVPD RIJCOSX def2/J DEFGRID3
* xyz 1 1
Pd 0.477 -0.086 -1.169
C -1.209 3.484 0.549
N 0.221 3.687 0.430
C 1.002 4.431 1.271
C 2.276 4.308 0.828
N 2.285 3.490 -0.271
B 3.676 2.938 -0.792
N 3.520 2.273 -2.179
C 3.750 2.918 -3.368
C 3.564 2.036 -4.376
N 3.223 0.840 -3.788
C 2.883 -0.377 -4.491
C 3.192 1.003 -2.443
S 2.845 -0.274 -1.336
C 1.021 3.107 -0.505
S 0.368 2.236 -1.847
H -1.519 3.740 1.560
H -1.449 2.441 0.359
H -1.750 4.112 -0.159
H 0.593 4.969 2.108
H 3.186 4.741 1.206
H 4.406 3.876 -0.913
H 4.048 2.119 0.000
H 4.031 3.955 -3.404
H 3.651 2.147 -5.442
H 3.147 -0.266 -5.539
H 1.812 -0.566 -4.407
H 3.434 -1.213 -4.066
C -4.312 1.665 -1.787
C -2.829 1.489 -2.124
Ge -1.948 -0.130 -1.327
C -2.782 -1.687 -2.294
C -4.247 -1.903 -1.902
C -2.386 -0.227 0.597
C -1.537 -0.355 1.620
Ge 0.457 -0.444 1.206
C 1.530 -2.097 1.609
C 1.733 -2.347 3.103
C 1.717 0.978 1.854
C 1.666 1.467 3.302
C -1.932 -0.379 3.043
C -0.948 -0.418 4.032
C -1.269 -0.366 5.378
C -2.596 -0.289 5.766
C -3.592 -0.292 4.797
C -3.269 -0.338 3.453
H -4.669 2.606 -2.208
H -4.478 1.698 -0.708
H -4.927 0.870 -2.202
H -2.281 2.375 -1.819
H -2.697 1.396 -3.206
H -2.230 -2.603 -2.115
H -2.702 -1.466 -3.361
H -4.364 -1.994 -0.820
H -4.615 -2.824 -2.356
H -4.882 -1.091 -2.246
H -3.453 -0.134 0.798
H 2.484 -1.867 1.126
H 1.131 -2.989 1.137
H 2.176 -1.485 3.602
H 2.412 -3.189 3.237
H 0.792 -2.588 3.598
H 1.624 1.832 1.193
H 2.687 0.529 1.628
H 0.680 1.854 3.564
H 2.398 2.265 3.431
H 1.912 0.678 4.014
H 0.090 -0.491 3.728
H -0.481 -0.381 6.121
H -2.855 -0.234 6.814
H -4.632 -0.255 5.094
H -4.068 -0.346 2.725
N 0.628 -7.790 -1.449
C 0.547 -6.646 -1.499
C 0.455 -5.218 -1.550
C 1.159 -4.493 -2.506
C 1.041 -3.115 -2.507
N 0.299 -2.448 -1.627
C -0.381 -3.152 -0.715
C -0.344 -4.530 -0.641
H 1.780 -4.992 -3.235
H 1.554 -2.526 -3.253
H -1.007 -2.594 -0.029
H -0.923 -5.060 0.102
*
```

Mulliken population analysis, charges in e, atoms 1 to 6:
1 Pd -0.369
2 C -0.854
3 N 0.350
4 C -0.389
5 C -0.592
6 N 0.273